Entry 1:
Computed, not measured: a single C7H8S molecule at a distorted geometry, with ωB97M-V/def2-TZVPD.

Geometry (Å):
C (1.647, -1.383, -1.082)
C (1.803, -0.327, -0.426)
C (-1.152, 0.395, -1.020)
C (-0.779, -0.920, -0.812)
C (0.129, -1.954, -1.212)
C (-0.405, 0.057, 0.117)
C (-0.712, 1.648, 2.379)
S (-0.557, -0.125, 1.873)
H (2.299, -1.984, -1.720)
H (2.542, 0.380, -0.177)
H (-1.792, 1.160, -1.533)
H (-0.108, -2.501, -2.168)
H (0.183, -2.796, -0.508)
H (0.431, 1.848, 2.299)
H (-1.040, 1.649, 3.453)
H (-1.352, 2.155, 1.724)

Output
HOMO   -7.3 eV
Energy above the lowest of the compared OMol25 structures with the same formula, charge and spin   626.9 kJ/mol
Max |F|   4.24 eV/Å
Total energy   -18216.815 eV

Atom charges from the Mulliken analysis, given in e for atoms 1 to 5: number 1, C, carries -0.15; number 2, C, carries -0.79; number 3, C, carries -0.16; number 4, C, carries 0.02; number 5, C, carries -0.49

=====

Entry 2:
Computed, not measured: a molecular structure, C23H34BFMoN2O3PTe at a distorted geometry, with ωB97M-V/def2-TZVPD.

Geometry (Å):
Mo (0.382, 0.105, 0.589)
C (-0.315, -1.774, 2.986)
C (-1.747, -2.014, 2.493)
C (-2.603, -0.748, 2.619)
C (-1.630, -2.613, 1.109)
C (-1.685, -3.993, 0.972)
C (-1.404, -4.607, -0.234)
C (-1.041, -3.842, -1.327)
C (-1.017, -2.458, -1.251)
C (-0.564, -1.628, -2.432)
C (0.972, -1.633, -2.448)
C (-1.112, -2.131, -3.766)
C (-1.320, -1.837, -0.024)
N (-1.366, -0.416, 0.048)
C (-2.522, 0.193, -0.407)
C (-3.567, -0.508, -1.027)
C (-4.708, 0.142, -1.450)
C (-4.853, 1.509, -1.271)
C (-3.850, 2.223, -0.637)
C (-2.717, 1.567, -0.213)
F (-1.747, 2.286, 0.430)
H (-0.313, -1.162, 3.885)
H (0.283, -1.249, 2.183)
H (0.190, -2.713, 3.204)
H (-2.198, -2.775, 3.139)
H (-2.064, 0.151, 2.312)
H (-2.897, -0.619, 3.659)
H (-3.509, -0.833, 2.022)
H (-1.933, -4.597, 1.832)
H (-1.450, -5.680, -0.322)
H (-0.779, -4.329, -2.251)
H (-0.911, -0.592, -2.307)
H (1.341, -2.639, -2.640)
H (1.372, -1.310, -1.468)
H (1.342, -0.967, -3.228)
H (-0.806, -3.152, -3.973)
H (-0.741, -1.503, -4.573)
H (-2.199, -2.092, -3.774)
H (-3.476, -1.576, -1.158)
H (-5.496, -0.427, -1.918)
H (-5.746, 2.010, -1.607)
H (-3.930, 3.284, -0.462)
C (4.385, 1.477, -3.039)
C (4.737, 0.720, -1.771)
O (4.346, 1.429, -0.591)
P (2.877, 1.340, 0.009)
O (2.512, -0.082, 0.399)
Te (0.948, 2.017, -1.289)
O (3.004, 2.134, 1.361)
C (3.682, 3.397, 1.480)
C (3.187, 4.413, 0.473)
H (4.768, 0.933, -3.898)
H (4.831, 2.466, -3.025)
H (3.305, 1.581, -3.143)
H (5.819, 0.608, -1.678)
H (4.277, -0.275, -1.766)
H (4.752, 3.219, 1.354)
H (3.474, 3.715, 2.504)
H (3.456, 4.108, -0.538)
H (3.645, 5.377, 0.676)
H (2.105, 4.524, 0.535)
B (0.401, 2.170, 4.584)
C (0.342, 1.682, 3.177)
N (0.272, 1.183, 2.109)
H (0.888, 3.251, 4.639)
H (1.054, 1.369, 5.182)
H (-0.734, 2.191, 4.944)

Output
Net charge   +1
Spin multiplicity   3
HOMO (spin up / spin down)   -11.4 / -11.8 eV
Energy above the lowest of the compared OMol25 structures with the same formula, charge and spin   98.9 kJ/mol
Max |F|   2.80 eV/Å
Expectation value of S²   2.065
Total energy   -55352.249 eV

Atom charges from the Mulliken analysis, given in e for atoms 1 to 5: number 1, Mo, carries -0.70; number 2, C, carries -1.02; number 3, C, carries 0.46; number 4, C, carries -1.59; number 5, C, carries 0.77

=====

Entry 3:
Computed, not measured: a molecular structure, C5H20FN10O5Zn at a distorted geometry, with ωB97M-V/def2-TZVPD.

Geometry (Å):
Zn (0.675, 0.177, 2.214)
F (-0.103, -0.364, 0.358)
C (-3.270, 1.532, 0.088)
O (-4.353, 1.767, -0.403)
N (-2.725, 0.354, 0.062)
N (-2.630, 2.430, 0.738)
H (-3.266, -0.316, -0.467)
H (-1.766, 0.087, 0.235)
H (-1.747, 2.332, 1.217)
H (-3.186, 3.268, 0.829)
C (0.842, -3.120, 2.255)
O (1.012, -1.951, 2.389)
N (1.227, -4.037, 3.139)
N (0.440, -3.662, 1.152)
H (1.663, -3.920, 4.043)
H (1.180, -5.027, 2.945)
H (0.592, -2.982, 0.420)
H (0.582, -4.643, 0.958)
C (0.804, 1.630, -2.729)
O (1.276, 2.144, -3.692)
N (-0.130, 2.142, -1.920)
N (1.122, 0.485, -2.257)
H (-0.598, 1.605, -1.204)
H (-0.489, 3.077, -2.049)
H (0.647, 0.294, -1.386)
H (1.641, -0.180, -2.813)
C (0.881, 3.318, 1.692)
O (0.495, 2.171, 1.640)
N (0.212, 4.465, 1.743)
N (2.152, 3.539, 1.924)
H (-0.794, 4.409, 1.661)
H (0.871, 5.230, 1.740)
H (2.763, 2.757, 2.112)
H (2.563, 4.458, 2.008)
C (0.608, -2.865, -2.044)
O (1.494, -2.629, -1.298)
N (-0.445, -2.153, -1.997)
N (0.530, -3.736, -2.980)
H (-0.486, -1.504, -1.224)
H (-1.189, -2.214, -2.677)
H (1.224, -4.468, -2.920)
H (-0.320, -3.898, -3.501)

Output
Net charge   +2
Spin multiplicity   2
HOMO (spin up / spin down)   -14.4 / -14.1 eV
Max |F|   8.06 eV/Å
Expectation value of S²   0.757
Total energy   -81768.210 eV

Atom charges from the Mulliken analysis, given in e for atoms 1 to 5: number 1, Zn, carries 0.81; number 2, F, carries -0.20; number 3, C, carries 0.68; number 4, O, carries -0.22; number 5, N, carries -0.12

=====

Entry 4:
Computed, not measured: a single C5H8S molecule at a distorted geometry, with ωB97M-V/def2-TZVPD.

Geometry (Å):
C (2.335, -1.499, -0.266)
C (1.497, -0.578, 0.097)
C (0.072, -0.810, 0.601)
C (-1.050, 0.018, -0.163)
C (-2.168, 0.714, 0.440)
S (-0.955, -1.743, -0.543)
H (3.273, -1.060, -0.590)
H (2.189, -2.558, -0.116)
H (1.809, 0.508, 0.117)
H (-0.162, -0.548, 1.660)
H (-0.573, 0.395, -1.053)
H (-2.575, 0.063, 1.256)
H (-3.081, 1.047, -0.173)
H (-1.589, 1.508, 1.013)

Output
HOMO   -8.7 eV
Energy above the lowest of the compared OMol25 structures with the same formula, charge and spin   203.0 kJ/mol
Max |F|   4.37 eV/Å
Total energy   -16147.534 eV

Atom charges from the Mulliken analysis, given in e for atoms 1 to 5: number 1, C, carries -0.67; number 2, C, carries -0.21; number 3, C, carries -0.28; number 4, C, carries -0.14; number 5, C, carries -1.02

=====

Entry 5:
Computed, not measured: a molecular structure, C49H34Cl8N5O4S2Y, with ωB97M-V/def2-TZVPD.

Geometry (Å):
Y (-0.932, 0.661, -1.263)
C (-3.816, 4.242, 0.370)
C (-3.194, 4.811, 1.465)
C (-2.101, 4.168, 2.018)
C (-1.661, 2.977, 1.452)
N (-2.241, 2.442, 0.377)
C (-3.299, 3.061, -0.138)
C (-0.483, 2.254, 2.008)
C (-0.066, 2.451, 3.322)
C (1.060, 1.787, 3.769)
C (1.743, 0.953, 2.905)
C (1.248, 0.785, 1.615)
N (0.149, 1.410, 1.191)
C (1.892, -0.149, 0.655)
C (3.200, -0.587, 0.803)
C (3.681, -1.535, -0.091)
C (2.843, -2.031, -1.072)
C (1.558, -1.512, -1.181)
N (1.113, -0.573, -0.345)
H (-4.671, 4.706, -0.102)
H (-3.544, 5.747, 1.879)
H (-1.580, 4.608, 2.856)
H (-3.746, 2.602, -1.012)
H (-0.625, 3.098, 3.981)
H (1.399, 1.912, 4.789)
H (2.616, 0.406, 3.228)
H (3.837, -0.192, 1.583)
H (4.700, -1.889, -0.006)
H (3.182, -2.780, -1.773)
H (0.811, -1.774, -1.938)
Cl (-3.818, 6.145, -5.787)
C (-2.923, 5.172, -4.678)
C (-3.288, 3.849, -4.445)
Cl (-4.656, 3.174, -5.249)
C (-2.555, 3.072, -3.565)
Cl (-2.960, 1.412, -3.272)
C (-1.425, 3.560, -2.867)
O (-0.762, 2.828, -2.052)
C (-1.103, 4.917, -3.105)
Cl (0.221, 5.575, -2.216)
C (-1.825, 5.696, -3.996)
Cl (-1.369, 7.341, -4.258)
O (-0.939, -0.885, -2.363)
Cl (3.166, -2.173, 4.024)
C (1.481, -2.503, 3.743)
C (0.587, -2.401, 4.798)
C (-0.733, -2.754, 4.583)
C (-1.182, -3.192, 3.338)
C (-2.613, -3.679, 3.218)
C (-3.617, -2.531, 3.056)
N (-3.444, -1.850, 1.794)
C (-3.888, -2.304, 0.569)
C (-3.303, -1.508, -0.364)
N (-2.514, -0.572, 0.267)
C (-2.607, -0.821, 1.550)
O (-3.011, -4.370, 4.388)
C (-2.758, -5.775, 4.352)
C (-1.325, -6.128, 4.091)
C (-0.322, -6.032, 5.009)
Cl (-0.491, -5.575, 6.653)
S (1.216, -6.414, 4.364)
C (0.535, -6.717, 2.824)
C (-0.812, -6.541, 2.825)
C (-0.268, -3.210, 2.289)
Cl (-0.758, -3.655, 0.689)
C (1.069, -2.886, 2.483)
H (0.930, -2.091, 5.775)
H (-1.431, -2.748, 5.411)
H (-2.703, -4.325, 2.340)
H (-3.501, -1.818, 3.872)
H (-4.626, -2.942, 3.104)
H (-4.559, -3.141, 0.487)
H (-3.333, -1.569, -1.440)
H (-2.102, -0.284, 2.340)
H (-3.388, -6.235, 3.581)
H (-3.078, -6.144, 5.326)
H (1.167, -7.005, 2.000)
H (-1.429, -6.674, 1.947)
H (1.766, -2.947, 1.658)
O (0.423, 1.425, -4.423)
S (1.394, 1.374, -3.307)
C (2.623, 0.151, -3.785)
C (2.076, -0.989, -4.364)
C (2.913, -2.041, -4.701)
C (4.277, -1.958, -4.451)
C (4.809, -0.819, -3.861)
C (3.981, 0.244, -3.523)
C (2.380, 2.861, -3.343)
C (3.043, 3.266, -2.195)
C (3.767, 4.448, -2.216)
C (3.796, 5.220, -3.370)
C (3.102, 4.816, -4.503)
C (2.386, 3.628, -4.495)
H (1.004, -1.035, -4.522)
H (2.497, -2.930, -5.159)
H (4.929, -2.780, -4.721)
H (5.874, -0.749, -3.677)
H (4.400, 1.139, -3.082)
H (2.975, 2.669, -1.291)
H (4.291, 4.778, -1.328)
H (4.347, 6.152, -3.380)
H (3.108, 5.435, -5.391)
H (1.811, 3.295, -5.350)

Output
HOMO   -6.9 eV
Energy above the lowest of the compared OMol25 structures with the same formula, charge and spin   89.6 kJ/mol
Max |F|   0.58 eV/Å
Total energy   -189902.457 eV

Atom charges from the Mulliken analysis, given in e for atoms 1 to 5: number 1, Y, carries 1.13; number 2, C, carries -1.09; number 3, C, carries -0.71; number 4, C, carries -1.05; number 5, C, carries -0.08

=====

Entry 6:
Computed, not measured: a molecular structure, C74H86N11O40S5Sn at a distorted geometry, with ωB97M-V/def2-TZVPD.

Geometry (Å):
N (-3.406, -2.586, 0.130)
H (-3.102, -3.255, -0.575)
H (-3.970, -3.207, 0.722)
H (-4.015, -1.933, -0.334)
H (-2.082, -1.907, 0.598)
Sn (4.416, 2.659, -0.709)
C (0.245, 0.653, -1.479)
C (1.411, 1.128, -0.879)
C (1.673, 0.665, 0.514)
O (2.661, 1.117, 1.097)
C (0.782, -0.276, 1.137)
C (-0.425, -0.596, 0.606)
C (-0.792, -0.151, -0.867)
O (-1.890, -0.442, -1.346)
O (-1.333, -1.330, 1.219)
O (2.278, 1.834, -1.440)
H (0.013, 0.965, -2.504)
H (1.072, -0.646, 2.127)
C (6.993, 5.519, -2.564)
C (5.894, 4.742, -2.137)
C (4.536, 5.035, -2.415)
O (3.645, 4.116, -2.068)
C (4.288, 6.209, -3.088)
C (5.423, 7.035, -3.749)
C (6.813, 6.771, -3.140)
O (7.794, 7.534, -3.410)
O (5.352, 7.707, -4.799)
O (6.035, 3.765, -1.360)
H (7.953, 5.017, -2.278)
H (3.266, 6.491, -3.356)
C (7.379, 0.258, -5.661)
C (7.082, 1.745, -6.110)
C (6.939, 2.765, -4.920)
C (5.880, 2.293, -4.026)
N (5.080, 1.949, -3.272)
H (6.758, -0.089, -4.837)
H (8.448, 0.069, -5.481)
H (7.152, -0.395, -6.516)
H (6.115, 1.680, -6.646)
H (7.736, 2.144, -6.885)
H (6.710, 3.719, -5.373)
H (7.857, 2.820, -4.343)
C (6.080, 0.000, 4.902)
C (7.162, 1.116, 4.979)
C (7.933, 1.188, 3.634)
C (7.008, 1.368, 2.509)
N (6.380, 1.488, 1.535)
H (5.328, 0.203, 4.149)
H (5.626, -0.101, 5.901)
H (6.589, -0.945, 4.722)
H (7.902, 0.907, 5.758)
H (6.699, 2.063, 5.233)
H (8.485, 0.268, 3.469)
H (8.658, 2.031, 3.598)
C (3.087, -3.130, -2.307)
C (2.835, -1.844, -3.065)
C (4.077, -0.944, -3.096)
C (4.499, -0.613, -1.785)
N (4.742, -0.377, -0.656)
H (3.414, -3.026, -1.279)
H (3.896, -3.717, -2.781)
H (2.224, -3.777, -2.228)
H (1.991, -1.256, -2.684)
H (2.549, -2.074, -4.103)
H (3.922, -0.026, -3.684)
H (4.911, -1.533, -3.478)
C (-8.304, -6.129, 1.967)
C (-7.683, -5.950, 3.416)
C (-7.460, -4.467, 3.702)
C (-6.462, -3.876, 2.730)
N (-5.715, -3.225, 2.138)
H (-7.533, -5.711, 1.291)
H (-9.225, -5.567, 1.894)
H (-8.414, -7.194, 1.701)
H (-6.720, -6.506, 3.528)
H (-8.339, -6.437, 4.147)
H (-7.074, -4.191, 4.677)
H (-8.425, -3.909, 3.565)
C (-1.197, -0.862, -6.290)
C (-0.891, -0.994, -4.925)
C (-1.672, -1.800, -4.081)
C (-2.829, -2.362, -4.647)
C (-3.146, -2.222, -5.985)
C (-2.273, -1.551, -6.839)
N (-3.709, -3.269, -3.814)
O (-3.240, -3.927, -2.913)
O (-4.844, -3.322, -4.159)
H (-0.584, -0.190, -6.908)
H (-0.099, -0.425, -4.463)
H (-1.538, -1.891, -3.024)
H (-4.034, -2.686, -6.366)
H (-2.547, -1.552, -7.890)
C (-2.187, 2.890, 3.497)
C (-1.799, 1.541, 3.711)
C (-1.836, 0.971, 4.986)
C (-2.315, 1.755, 6.021)
C (-2.754, 3.056, 5.843)
C (-2.688, 3.634, 4.545)
N (-2.386, 1.219, 7.447)
O (-1.801, 0.165, 7.627)
O (-2.894, 1.965, 8.236)
H (-2.057, 3.320, 2.515)
H (-1.467, 0.942, 2.852)
H (-1.457, -0.020, 5.131)
H (-3.150, 3.663, 6.618)
H (-2.993, 4.678, 4.401)
C (-4.869, -0.904, 4.937)
C (-5.022, -1.330, 6.275)
C (-5.640, -0.520, 7.239)
C (-5.923, 0.789, 6.828)
C (-5.719, 1.204, 5.540)
C (-5.227, 0.343, 4.548)
N (-6.613, 1.773, 7.797)
O (-6.940, 1.268, 8.817)
O (-6.819, 2.884, 7.439)
H (-4.504, -1.665, 4.254)
H (-4.671, -2.305, 6.578)
H (-5.730, -0.748, 8.292)
H (-5.925, 2.218, 5.248)
H (-5.111, 0.710, 3.541)
C (-1.056, 4.947, -2.922)
C (-1.706, 4.138, -2.022)
C (-1.060, 3.730, -0.854)
C (0.193, 4.271, -0.600)
C (0.856, 5.111, -1.474)
C (0.220, 5.456, -2.635)
N (0.903, 3.957, 0.706)
O (0.290, 3.315, 1.525)
O (2.005, 4.386, 0.802)
H (-1.499, 5.183, -3.895)
H (-2.684, 3.751, -2.165)
H (-1.561, 3.079, -0.143)
H (1.774, 5.557, -1.159)
H (0.631, 6.197, -3.280)
C (-4.231, 1.509, -5.901)
C (-3.549, 1.311, -4.727)
C (-4.073, 0.489, -3.690)
C (-5.304, -0.131, -3.910)
C (-5.990, 0.074, -5.112)
C (-5.478, 0.902, -6.060)
N (-5.879, -1.005, -2.828)
O (-5.141, -1.325, -1.944)
O (-7.039, -1.262, -2.899)
H (-3.872, 2.083, -6.733)
H (-2.556, 1.765, -4.664)
H (-3.553, 0.262, -2.769)
H (-6.949, -0.378, -5.257)
H (-6.042, 1.083, -6.947)
C (0.539, -6.097, -3.805)
C (1.336, -6.780, -2.884)
C (1.150, -6.570, -1.511)
C (0.219, -5.613, -1.122)
C (-0.523, -4.848, -2.018)
C (-0.366, -5.140, -3.394)
N (0.024, -5.323, 0.349)
O (0.558, -6.062, 1.104)
O (-0.653, -4.391, 0.667)
H (0.681, -6.196, -4.850)
H (2.077, -7.488, -3.268)
H (1.753, -7.041, -0.756)
H (-1.150, -4.094, -1.655)
H (-0.934, -4.557, -4.111)
C (-4.566, 0.798, 0.270)
C (-6.083, 0.740, 0.116)
O (-6.441, 2.089, -0.022)
S (-5.306, 3.199, 0.112)
O (-5.584, 4.112, 1.169)
O (-4.923, 3.688, -1.177)
O (-4.318, 2.131, 0.685)
H (-4.006, 0.599, -0.660)
H (-4.116, 0.169, 1.057)
H (-6.556, 0.405, 1.038)
H (-6.506, 0.091, -0.634)
C (-0.854, -2.891, 4.080)
C (0.195, -3.887, 3.470)
O (0.893, -4.328, 4.679)
S (0.976, -3.161, 5.777)
O (1.928, -2.186, 5.389)
O (1.195, -3.744, 7.040)
O (-0.516, -2.677, 5.501)
H (-1.873, -3.239, 3.997)
H (-0.771, -1.912, 3.607)
H (0.892, -3.477, 2.715)
H (-0.283, -4.752, 3.047)
C (1.351, 2.309, -4.358)
C (2.061, 3.613, -4.731)
O (1.012, 4.261, -5.587)
S (0.284, 3.199, -6.475)
O (0.854, 3.114, -7.745)
O (-1.128, 3.459, -6.384)
O (0.717, 1.941, -5.617)
H (0.534, 2.515, -3.690)
H (1.959, 1.439, -4.069)
H (2.975, 3.439, -5.341)
H (2.213, 4.287, -3.909)
C (1.963, 0.984, 4.783)
C (1.605, 2.250, 3.949)
O (2.282, 3.333, 4.748)
S (3.755, 2.820, 5.122)
O (4.126, 3.549, 6.276)
O (4.596, 2.695, 3.977)
O (3.179, 1.405, 5.444)
H (2.161, 0.040, 4.271)
H (1.263, 0.831, 5.598)
H (0.545, 2.450, 3.951)
H (1.989, 2.286, 2.947)
C (4.712, -2.452, 1.629)
C (4.055, -2.777, 2.965)
O (3.499, -4.067, 2.636)
S (4.276, -4.951, 1.579)
O (3.458, -5.234, 0.445)
O (4.927, -6.009, 2.198)
O (5.260, -3.761, 1.332)
H (5.582, -1.814, 1.579)
H (3.999, -2.212, 0.848)
H (3.237, -2.160, 3.358)
H (4.755, -2.946, 3.783)

Output
Net charge   -1
HOMO   -5.7 eV
Max |F|   4.96 eV/Å
Total energy   -236412.282 eV

Atom charges from the Mulliken analysis, given in e for atoms 1 to 5: number 1, N, carries -0.27; number 2, H, carries 0.15; number 3, H, carries 0.13; number 4, H, carries -0.05; number 5, H, carries -0.14